A molecular structure, C2H2BrClOS, computed with ωB97M-V/def2-TZVPD.

Output
HOMO = -9.402 eV
Molar mass = 189.46 g/mol
Multiplicity = 1
Energy relative to the best compared isomer or geometry (same formula, charge and spin) = 57.2 kcal per mole
Total charge = 0
Frontier orbital gap = 0.3140 Ha
F_max = 2.87 eV/Å

Geometry (Å):
C (1.904580, 0.441053, 2.175398)
C (0.089308, -0.494795, -1.058030)
O (1.390777, 0.311265, 3.238652)
S (-1.572802, -0.708613, -1.028457)
Cl (2.172991, 1.966611, 1.328250)
Br (0.540781, 1.039944, -2.186517)
H (2.079275, -0.487630, 1.452915)
H (-1.370554, -1.626461, -0.075733)

Force components x, y, z for each atom (eV/Å):
-1.0 -2.4 -1.1
0.6 1.1 -0.5
0.8 0.6 -0.6
0.4 0.1 0.2
0.1 -0.1 0.4
-0.3 -0.8 0.4
0.1 1.9 1.3
-0.6 -0.4 0.0

2 unconnected molecules or ions with the total composition C2H2BrF3, computed with ωB97M-V/def2-TZVPD.

Output
HOMO = -9.417 eV
Molar mass = 162.94 g/mol
Multiplicity = 1
Energy relative to the best compared isomer or geometry (same formula, charge and spin) = 65.5 kcal per mole
Total charge = 0
Frontier orbital gap = 0.3706 Ha
F_max = 5.76 eV/Å

Geometry (Å):
C (-0.248007, 1.271758, -0.392977)
C (1.122149, -0.040421, 0.590350)
F (-1.369586, 0.591177, -0.388142)
F (-0.353793, 2.290083, 0.486810)
F (0.665266, -1.271635, 0.288072)
Br (2.881222, 0.212522, -0.195121)
H (0.383841, 1.290298, -1.360075)
H (0.952949, 0.083748, 1.757858)

Force components x, y, z for each atom (eV/Å):
4.2 -3.0 2.5
-2.9 2.0 0.4
-0.3 0.2 -0.7
0.2 -0.1 -1.6
0.1 -0.2 -0.2
-0.6 0.1 0.6
-1.7 1.0 1.3
1.0 0.2 -2.4

A molecular structure, C2H2BrI, computed with ωB97M-V/def2-TZVPD.

Output
HOMO (alpha / beta) = -9.433 / -7.974 eV
Molar mass = 232.85 g/mol
Multiplicity = 1
Energy relative to the best compared isomer or geometry (same formula, charge and spin) = 116.1 kcal per mole
Total charge = 0
Frontier orbital gap (alpha / beta) = 0.3290 / 0.2638 Ha
F_max = 6.50 eV/Å

Geometry (Å):
C (-0.290703, -1.112872, 0.514002)
C (-0.092251, 0.836661, -0.263913)
Br (-1.467075, 1.773186, -0.743620)
I (1.785586, 1.114240, -1.194562)
H (0.621597, -1.469103, 0.173997)
H (-0.557155, -1.142112, 1.514096)

Force components x, y, z for each atom (eV/Å):
0.0 5.1 -3.0
2.5 -5.6 2.3
-2.5 1.6 -0.8
-0.7 -0.2 0.3
1.5 -1.0 -0.5
-0.8 0.1 1.7

A molecular structure, C2H2BrNO2, computed with ωB97M-V/def2-TZVPD.

Output
HOMO (alpha / beta) = -10.222 / -9.650 eV
Molar mass = 151.95 g/mol
Multiplicity = 1
Energy relative to the best compared isomer or geometry (same formula, charge and spin) = 178.4 kcal per mole
Total charge = 0
Frontier orbital gap (alpha / beta) = 0.3054 / 0.3153 Ha
F_max = 6.58 eV/Å

Geometry (Å):
C (-0.069271, -0.157793, 0.057084)
C (-0.953836, 0.609602, 1.651713)
N (-0.668874, 1.930235, 2.127207)
O (-0.013323, 2.646074, 1.446971)
O (-1.236870, 2.311423, 3.167064)
Br (-2.526670, -0.190890, 2.308460)
H (-0.548894, -1.080454, -0.265409)
H (0.684807, 0.379332, -0.406774)

Force components x, y, z for each atom (eV/Å):
-4.1 1.0 5.1
1.4 -2.8 -4.1
-2.3 0.1 1.9
1.9 0.9 -1.5
0.6 -0.9 -0.7
1.1 0.3 -0.4
0.1 0.4 0.3
1.2 1.1 -0.5

2 unconnected molecules or ions with the total composition C2H2BrOS, computed with ωB97M-V/def2-TZVPD.

Output
HOMO = -2.740 eV
Molar mass = 154.01 g/mol
Multiplicity = 1
Energy relative to the best compared isomer or geometry (same formula, charge and spin) = 28.7 kcal per mole
Total charge = -1
Frontier orbital gap = 0.2328 Ha
F_max = 2.77 eV/Å

Geometry (Å):
C (-1.198025, -0.850094, -0.216096)
C (0.928328, 0.303304, 0.106917)
O (-0.975461, -1.548909, -1.147094)
S (-2.176346, -0.399980, 0.948249)
Br (0.412790, 2.177327, -0.115334)
H (1.362598, 0.223958, 1.103692)
H (1.646113, 0.094395, -0.680333)

Force components x, y, z for each atom (eV/Å):
2.3 -0.9 -1.3
-1.4 -0.7 0.0
-0.3 0.6 0.5
-0.9 0.6 1.0
0.1 0.4 0.0
0.0 0.0 0.0
0.1 0.0 -0.1

A molecular structure, C2H2CaLiO2, computed with ωB97M-V/def2-TZVPD.

Output
HOMO (alpha / beta) = -16.826 / -16.802 eV
Molar mass = 105.06 g/mol
Multiplicity = 2
Energy relative to the best compared isomer or geometry (same formula, charge and spin) = 25.9 kcal per mole
Total charge = +2
Frontier orbital gap (alpha / beta) = 0.2815 / 0.2764 Ha
F_max = 1.23 eV/Å

Geometry (Å):
H (-1.585833, 1.902389, -1.704630)
O (0.053877, -1.372696, 0.595092)
C (0.786317, -0.660960, -0.147240)
C (0.648754, 0.736093, -0.317436)
O (-0.308097, 1.313901, 0.301556)
Li (0.476027, -3.276118, 0.503004)
Ca (-1.381608, 0.064710, 1.758431)
H (1.310563, 1.292680, -0.988776)

Force components x, y, z for each atom (eV/Å):
-0.2 0.1 -0.1
-0.6 -0.8 0.7
0.5 0.6 -0.4
0.0 0.3 -0.3
0.2 -0.6 0.4
0.2 0.0 -0.2
0.1 0.5 -0.3
-0.2 -0.1 0.2